[1]
4 unconnected molecules or ions with the total composition C11H29NO5. Source: the Open Molecules 2025 dataset; level of theory: ωB97M-V/def2-TZVPD.

Values from the calculation:
Net charge ... +1
Gap between HOMO and LUMO (alpha / beta) ... 8.87 / 4.42 eV
HOMO (alpha / beta) ... -11.79 / -11.79 eV
Calculated total energy ... -867.0906 Ha
2S+1 ... 2

Each line ends with the Mulliken charge.
Geometry (Å):
O1 -0.863872 -1.248423 0.909966  -0.771
H1 -0.484641 -1.137239 1.781780  0.346
H2 -0.418260 -0.596122 0.369445  0.313
O2 0.680446 -1.235303 3.171657  -0.650
H3 1.339919 -1.832814 2.819093  0.336
H4 0.488874 -1.577494 4.044829  0.250
C1 0.516901 3.577396 1.002861  -1.658
C2 -0.047674 2.132050 0.875791  1.281
C3 -1.006396 2.059640 -0.327119  -1.168
C4 -0.402444 2.097278 -1.679480  -0.828
C5 0.711887 1.075408 -1.768080  -1.175
C6 1.783440 1.046074 -0.567815  1.044
N1 1.075636 1.135454 0.681643  1.275
O3 1.906134 0.950911 1.846864  -0.402
C7 2.420102 -0.437538 -0.731181  -1.666
C8 2.887797 2.111744 -0.803655  -1.675
C9 -1.006203 1.835417 2.056080  -1.527
H5 -0.246404 4.311101 1.261939  0.418
H6 1.022629 3.920959 0.100474  0.289
H7 1.259071 3.538085 1.800194  0.420
H8 -1.491060 1.085263 -0.265464  0.382
H9 -1.834495 2.766264 -0.382286  0.436
H10 -0.061743 3.103678 -1.922784  0.335
H11 -1.242978 1.929480 -2.352863  0.456
H12 1.293028 1.211013 -2.680223  0.524
H13 0.189845 0.121430 -1.842201  0.409
H14 3.191495 -0.629018 0.014734  0.448
H15 1.696380 -1.235767 -0.566407  0.309
H16 2.816220 -0.745668 -1.698770  0.442
H17 2.656830 3.058082 -1.292750  0.338
H18 3.402169 2.298412 0.139044  0.403
H19 3.639330 1.600168 -1.404992  0.498
H20 -1.417736 0.829944 1.967925  0.263
H21 -1.819678 2.558075 2.120373  0.419
H22 -0.293082 1.909736 2.877081  0.488
H23 1.523515 0.161206 2.236180  0.390
C10 -2.625751 -3.662929 -0.725128  -0.273
C11 -2.912140 -4.976867 -1.535827  -0.423
O4 -2.030748 -4.942403 -2.692531  -0.523
O5 -1.210827 -3.494286 -0.445793  -0.515
H24 -3.236569 -3.621210 0.176682  0.336
H25 -3.017543 -2.810314 -1.279802  0.261
H26 -3.926856 -4.994768 -1.933508  0.295
H27 -2.737254 -5.876009 -0.945007  0.259
H28 -1.138700 -4.685128 -2.448279  0.307
H29 -1.028593 -2.684969 0.037309  0.285

Forces on the atoms, in the same order (eV/Å):
-0.2 0.4 -0.4
0.1 -0.3 0.7
0.0 0.1 -0.4
0.2 0.4 -0.4
0.2 -0.6 -0.1
-0.2 0.1 0.5
1.2 -0.7 0.3
-2.7 1.0 -1.1
-0.1 -1.1 -0.6
0.8 0.9 -0.4
0.0 0.2 0.2
-0.7 -2.1 -3.2
1.1 1.9 2.1
-1.3 0.8 -2.9
-0.2 0.2 1.4
0.9 -0.5 0.8
2.2 -0.5 0.3
-0.2 -0.4 0.0
-0.1 -0.2 0.0
0.0 0.4 0.1
-0.3 -0.2 0.2
0.2 0.3 1.1
0.2 0.1 0.0
0.4 -0.4 -0.5
0.1 -0.2 0.1
0.4 -0.4 0.1
0.2 0.3 0.0
-0.6 0.3 0.3
0.0 1.1 -0.3
-0.6 -0.2 0.2
-0.1 0.2 0.1
-0.1 0.1 -0.2
0.0 0.2 0.1
0.4 0.1 -0.1
-0.8 -0.1 0.9
-0.5 -0.7 1.2
-0.3 -0.2 0.0
2.1 1.6 -0.3
-1.0 -0.4 0.1
-0.9 -1.4 -0.9
0.2 -0.4 0.5
0.3 0.1 -0.6
0.1 0.2 0.2
0.1 0.0 0.1
-0.1 0.0 0.5
-0.5 0.1 0.2

[2]
13 unconnected molecules or ions with the total composition C36H57Cl16F15O10. Source: the Open Molecules 2025 dataset; level of theory: ωB97M-V/def2-TZVPD.

Values from the calculation:
Net charge ... 0
Gap between HOMO and LUMO ... 10.19 eV
HOMO ... -10.16 eV
Calculated total energy ... -11019.4217 Ha

Each line ends with the Mulliken charge.
Geometry (Å):
C1 -5.226169 -1.551095 5.407671  -1.350
C2 -4.378114 -2.716731 4.978643  0.479
O1 -4.539351 -2.762199 3.557289  -0.281
C3 -3.772120 -3.531420 2.773298  0.258
O2 -2.945714 -4.297888 3.240600  -0.642
C4 -4.060472 -3.465712 1.319907  1.203
F1 -4.634602 -4.559974 0.882627  -0.279
F2 -4.899382 -2.505340 1.031474  -0.249
F3 -2.913051 -3.321735 0.662489  -0.204
H1 -5.055979 -0.637168 4.838566  0.181
H2 -4.959907 -1.327214 6.440670  0.395
H3 -6.298391 -1.622532 5.225083  0.386
H4 -4.654431 -3.646136 5.476593  0.491
H5 -3.322255 -2.634620 5.236538  -0.335
C5 -3.438072 5.127912 1.964444  -1.426
C6 -3.278130 3.693164 2.357997  0.253
O3 -3.941747 2.809562 1.569735  -0.268
C7 -3.529717 2.572385 0.227359  0.306
O4 -2.459893 2.907435 -0.243044  -0.456
C8 -4.616678 1.744156 -0.546759  0.741
F4 -4.682240 2.263734 -1.783678  -0.227
F5 -4.212740 0.461613 -0.652318  -0.171
F6 -5.908209 1.624517 -0.135700  -0.272
H6 -2.899369 5.813964 2.618080  0.395
H7 -4.468181 5.475474 1.885834  0.353
H8 -3.104831 5.402787 0.963692  0.239
H9 -3.579378 3.440991 3.374742  0.397
H10 -2.201612 3.546112 2.270901  0.075
C9 0.357471 -5.111616 5.292112  -1.452
C10 -0.255745 -3.922497 4.553397  0.618
O5 0.467087 -2.814036 5.101858  -0.219
C11 1.601947 -2.299669 4.597255  0.340
O6 2.183332 -2.739741 3.606450  -0.539
C12 2.219423 -1.149868 5.450617  0.941
F7 3.445752 -1.594074 5.883641  -0.266
F8 2.406475 -0.093388 4.634937  -0.148
F9 1.448050 -0.813625 6.432299  -0.231
H11 -0.196562 -5.993843 4.971441  0.424
H12 0.355458 -5.067465 6.381220  0.301
H13 1.372499 -5.176352 4.900157  0.367
H14 -1.289792 -3.789053 4.871287  -0.080
H15 -0.155500 -4.108454 3.484066  0.066
C13 0.035189 2.906649 6.852526  -1.123
C14 -0.815720 3.366762 5.655470  -0.398
O7 -0.898632 2.190053 4.823289  0.155
C15 -1.865377 1.252023 5.028577  -0.273
O8 -2.839017 1.458224 5.803514  -0.591
C16 -1.801442 0.042827 4.018306  1.023
F10 -1.666636 -1.092619 4.714377  -0.213
F11 -2.892775 -0.037684 3.271803  -0.229
F12 -0.794186 0.144243 3.148692  -0.242
H16 -0.439181 2.079165 7.380117  0.312
H17 0.101321 3.732122 7.561268  0.441
H18 1.040885 2.680130 6.498454  0.187
H19 -0.338619 4.215771 5.165938  0.409
H20 -1.726053 3.739072 6.125353  0.322
C17 5.690561 -0.147139 -9.194219  -1.103
C18 5.829728 -0.573006 -7.741081  -0.187
O9 4.508988 -0.839246 -7.198376  -0.213
C19 4.152597 -0.751102 -5.943886  0.133
O10 4.949508 -0.792331 -4.979260  -0.536
C20 2.606851 -0.647243 -5.773802  1.022
F13 2.234757 0.407052 -5.029177  -0.190
F14 1.984576 -0.575733 -6.974792  -0.293
F15 2.058974 -1.667971 -5.133276  -0.201
H21 6.649726 0.161713 -9.609804  0.370
H22 4.961732 0.663236 -9.208213  0.290
H23 5.265261 -1.011396 -9.704404  0.296
H24 6.276862 0.186347 -7.099555  0.274
H25 6.479654 -1.438572 -7.612640  0.320
Cl1 4.079978 2.253476 -1.039847  -0.129
C21 3.844339 2.323226 -2.838335  0.027
C22 5.246042 2.480420 -3.502039  -0.467
Cl2 5.227662 2.363878 -5.294694  -0.209
H26 3.139844 3.133517 -3.026006  0.180
H27 3.337843 1.382321 -3.053399  -0.127
H28 5.900595 1.669684 -3.182098  0.254
H29 5.665858 3.443827 -3.212712  0.461
Cl3 -4.889695 -3.045841 -4.169343  -0.206
C23 -3.565136 -2.593767 -3.136864  0.262
C24 -2.158744 -2.925080 -3.730890  0.148
Cl4 -2.052127 -4.676233 -3.747221  -0.198
H30 -3.787840 -3.082853 -2.188545  0.017
H31 -3.749219 -1.546133 -2.898817  -0.084
H32 -1.344207 -2.448304 -3.185622  -0.066
H33 -2.119547 -2.614799 -4.775060  0.118
Cl5 4.294676 -3.001696 -2.255702  -0.193
C25 4.799980 -1.718635 -1.084674  0.051
C26 4.131279 -1.978610 0.326181  -0.073
Cl6 4.615092 -0.719487 1.502475  -0.192
H34 4.613271 -0.704030 -1.436563  -0.215
H35 5.884193 -1.803698 -1.011460  0.400
H36 4.457406 -2.922529 0.762939  0.448
H37 3.042400 -2.024315 0.344610  -0.231
Cl7 0.804819 -0.150506 -2.408855  0.350
C27 0.022448 0.592618 -1.072703  -0.118
C28 0.511871 0.090020 0.294705  0.431
Cl8 -0.097537 -1.526576 0.565971  0.235
H38 -1.022128 0.328033 -1.236874  -0.048
H39 0.172947 1.670080 -1.139888  -0.306
H40 0.268586 0.795718 1.089004  -0.349
H41 1.600929 0.049106 0.275156  -0.038
Cl9 1.151578 -7.879214 -0.890120  -0.207
C29 -0.036495 -6.620986 -0.591617  -0.319
C30 0.523549 -5.184760 -0.608995  -0.005
Cl10 1.713184 -4.832385 0.658113  -0.144
H42 -0.504156 -6.921663 0.345925  0.268
H43 -0.813517 -6.660074 -1.355037  0.272
H44 -0.185031 -4.358108 -0.557342  -0.221
H45 0.985673 -4.932542 -1.563428  0.326
Cl11 3.403947 2.676597 4.267665  -0.227
C31 2.403260 2.606822 2.803477  0.638
C32 2.369022 4.002105 2.143129  -0.828
Cl12 1.550191 3.958214 0.562057  -0.018
H46 1.483864 2.053145 2.993901  -0.280
H47 2.901558 1.908423 2.131143  -0.035
H48 3.394241 4.287782 1.907718  0.372
H49 1.996328 4.632672 2.950340  0.364
Cl13 0.442212 4.135150 -2.981963  -0.099
C33 -0.577150 5.094623 -1.875869  0.091
C34 -0.168129 6.543908 -1.853343  -0.321
Cl14 -0.489294 7.247171 -3.439210  -0.207
H50 -0.524722 4.577610 -0.917722  -0.465
H51 -1.568398 4.931745 -2.298944  0.418
H52 0.865792 6.760996 -1.585040  0.273
H53 -0.603109 7.181432 -1.083624  0.351
Cl15 -2.265480 0.776606 -4.107158  0.043
C35 -1.925526 0.548611 -5.880082  -0.424
C36 -2.758241 1.511411 -6.729971  -0.529
Cl16 -4.497657 1.437356 -6.386463  -0.187
H54 -2.033960 -0.492095 -6.185481  0.300
H55 -0.874045 0.789874 -6.035881  0.133
H56 -2.514952 1.304789 -7.772189  0.398
H57 -2.449108 2.540246 -6.545479  0.264

Forces on the atoms, in the same order (eV/Å):
0.1 0.9 0.2
0.2 -0.1 0.0
-0.1 -0.3 -1.9
1.0 -1.3 4.5
-0.8 0.8 -1.2
-0.1 0.2 -0.8
-0.3 -1.6 -0.1
-0.3 1.6 -0.4
0.3 0.4 -0.3
0.9 -0.1 -0.1
-0.5 0.1 0.1
0.0 -0.9 0.5
-0.5 -0.2 -0.4
0.0 0.5 -0.2
-1.0 1.5 -0.5
2.4 1.3 0.9
-1.4 -2.4 -4.7
0.9 1.1 2.7
-2.5 -0.8 0.8
-1.0 -1.1 -1.3
0.3 0.0 0.4
0.6 0.4 0.1
1.4 1.1 0.6
0.0 -0.2 0.3
-0.3 -0.2 0.6
0.6 -0.7 -0.2
-0.1 0.4 0.0
0.3 -0.5 0.2
-0.3 -0.4 -1.1
0.6 -1.2 1.4
0.9 2.5 0.0
0.3 -2.6 -2.2
-1.2 1.3 2.0
1.0 -1.5 -2.1
-1.3 0.8 -0.1
0.1 -0.3 0.6
-0.3 0.6 1.3
0.1 -0.3 0.1
-0.1 0.3 -0.1
0.1 -0.3 0.3
0.2 0.3 -0.4
0.1 0.7 0.0
0.1 0.9 -0.3
0.5 -0.6 2.5
-1.0 -1.2 -1.0
-3.0 3.3 2.0
3.6 -1.6 -2.8
0.5 0.2 0.3
0.0 0.3 -0.1
-0.6 0.2 0.3
0.4 0.1 0.6
0.1 -0.1 -0.2
0.1 0.1 0.1
0.0 -0.3 0.2
0.0 -0.6 -0.7
-0.6 -0.5 -0.9
-0.8 -0.5 1.0
0.9 0.3 1.1
-1.0 0.1 -1.1
3.5 -0.4 2.9
-3.0 0.3 -2.6
-1.0 0.2 -0.1
0.7 0.5 -0.7
0.4 0.3 0.5
0.5 -1.0 0.0
-0.1 -0.1 0.0
0.2 0.1 -0.3
0.1 0.2 -0.5
-0.1 0.2 -0.1
-0.3 -0.3 -0.1
0.2 0.1 -0.4
0.4 -0.3 0.0
-0.8 -0.3 0.6
-0.3 0.4 0.2
0.3 0.1 -0.1
0.3 0.1 -0.3
-0.1 0.1 0.1
0.0 -0.1 -0.2
-0.7 -0.4 -0.9
0.7 0.7 0.9
-1.8 0.7 0.2
0.6 -0.8 0.1
0.6 -0.4 -0.1
0.6 0.2 -0.4
-0.1 -0.2 0.2
0.0 0.1 0.1
-0.1 0.6 0.4
-0.3 -0.4 1.4
0.5 -0.3 -0.8
0.0 0.2 -0.2
-0.5 -0.3 -0.2
-0.1 -0.1 0.2
0.2 0.1 -0.3
0.1 0.2 -0.5
1.2 -0.8 -1.1
-0.8 0.5 1.3
0.6 0.8 -1.1
-0.2 -0.6 0.5
-0.1 0.4 0.4
-0.1 0.0 0.0
-0.5 -0.3 0.0
0.1 -0.1 0.0
0.5 -0.1 -0.3
-0.7 1.1 0.3
0.2 0.1 -0.6
0.1 -0.2 0.3
0.1 0.5 0.1
0.1 -0.1 -0.1
-0.7 -0.6 0.5
0.4 -0.6 -0.1
-0.1 0.3 0.1
0.7 -0.8 -1.4
0.6 -1.3 1.1
-0.5 0.2 0.6
-0.4 0.9 0.4
0.4 0.1 -0.1
-0.1 0.0 0.2
-0.6 0.7 -0.8
0.4 -0.2 -0.1
-0.2 -0.5 0.2
0.5 0.6 0.6
-0.1 0.5 -0.3
0.0 0.4 0.0
-0.1 0.4 0.3
0.4 -0.8 -0.6
-1.1 -0.4 -0.1
0.2 -0.3 -0.8
0.0 0.5 0.1
0.7 0.0 0.5
0.1 -0.2 -0.3
-0.4 0.0 0.4
0.0 0.1 0.2
-0.5 -0.1 -0.1
0.0 -0.1 0.2

[3]
A single C3H5ClS molecule. Source: the Open Molecules 2025 dataset; level of theory: ωB97M-V/def2-TZVPD.

Values from the calculation:
Net charge ... 0
Gap between HOMO and LUMO ... 7.11 eV
Relative energy (zero: lowest compared OMol25 entry of this formula, charge and spin) ... 87.14 kcal per mole
HOMO ... -8.13 eV
Calculated total energy ... -975.5179 Ha

Each line ends with the Mulliken charge.
Geometry (Å):
C1 -0.121418 -0.413457 1.420702  -0.189
C2 0.732641 -1.003124 0.625966  -0.570
C3 -0.088578 0.951349 -1.461269  -0.555
S1 -1.834681 -0.399509 1.114998  -0.236
Cl1 -1.664590 0.575105 -1.118605  0.046
H1 0.090012 0.187995 2.374501  0.279
H2 0.292502 -1.419944 -0.294763  0.334
H3 1.887463 -0.916517 0.606539  0.226
H4 0.604804 0.550652 -2.221118  0.339
H5 0.101844 1.887450 -1.046953  0.326

Forces on the atoms, in the same order (eV/Å):
-2.1 2.0 3.2
2.8 -0.1 -3.0
-0.9 -0.6 -0.3
0.4 -0.6 0.3
1.4 0.0 -0.9
0.3 -1.0 -1.7
0.4 -0.4 0.6
-2.2 -0.2 0.6
-1.1 -0.5 0.7
0.8 1.3 0.5